Below is a 2-piece molecular cluster, C8H13F2NO7S overall, with properties calculated with wB97M-V/def2-TZVPD.

Each atom is followed by the atoms it is bonded to, with distances in Å.
Element x y z (Å)
1 N -0.7899 -0.0126 0.2810  C9 1.465, H12 1.012, H27 1.014
2 H -4.2764 3.1009 3.0639  C19 1.091
3 H 2.1951 -2.6147 -1.4082  C16 1.091
4 C 4.0234 0.2585 -1.0160  F6 1.380, O7 1.406, H14 1.086, C18 1.530
5 H -5.7170 2.4343 3.8870  C19 1.085
6 F 5.3683 0.4880 -0.8053  C4 1.380
7 O 3.6484 0.8133 -2.2518  C4 1.406, S10 1.614
8 H -0.6481 -1.8705 -0.7596  C9 1.095
9 C -0.0375 -1.1906 -0.1563  N1 1.465, H8 1.095, C13 1.529, H20 1.091
10 S 3.7375 -0.2633 -3.4508  O7 1.614, O21 1.413, O23 1.419, O32 1.580
11 H 0.9204 -0.7038 -2.0198  C13 1.087
12 H -1.7564 -0.2506 0.4637  N1 1.012
13 C 1.1859 -0.7641 -0.9674  C9 1.529, H11 1.087, C16 1.532, H25 1.092
14 H 3.4625 0.7582 -0.2314  C4 1.086
15 C -5.3111 1.6392 1.8760  F17 1.354, C19 1.518, H28 1.092, O29 1.413
16 C 2.3641 -1.7275 -0.7962  H3 1.091, C13 1.532, C18 1.524, H26 1.091
17 F -5.3727 2.5836 0.9080  C15 1.354
18 C 3.7672 -1.2446 -1.1425  C4 1.530, C16 1.524, H30 1.084, O32 1.453
19 C -4.8919 2.2130 3.2174  H2 1.091, H5 1.085, C15 1.518, O31 1.428
20 H 0.2790 -1.7460 0.7283  C9 1.091
21 O 4.8329 0.0389 -4.2907  S10 1.413
22 O -2.8442 -0.4771 2.8451  C24 1.181
23 O 2.4276 -0.4214 -3.9736  S10 1.419
24 C -3.6445 0.3865 2.7490  O22 1.181, O29 1.366, O31 1.352
25 H 1.4527 0.2482 -0.6578  C13 1.092
26 H 2.3955 -2.0764 0.2370  C16 1.091
27 H -0.7990 0.6755 -0.4630  N1 1.014
28 H -6.2563 1.0933 1.8860  C15 1.092
29 O -4.2616 0.7404 1.5828  C15 1.413, C24 1.366
30 H 4.5097 -1.7855 -0.5666  C18 1.084
31 O -4.0911 1.1631 3.7613  C19 1.428, C24 1.352
32 O 4.1275 -1.4862 -2.5295  S10 1.580, C18 1.453

Computed properties:
- Highest occupied orbital energy: -9.3 eV
- Maximum force: 0.5 eV Å⁻¹
- Spin multiplicity: 1